a) Computed, not measured: a single C4H7N3O molecule, with ωB97M-V/def2-TZVPD.

Each line ends with the Mulliken charge.
Positions of all 15 atoms, in Å:
H -1.11512 2.40504 -0.69183  0.296
N -1.67232 1.75705 -0.07583  -0.780
C -0.81903 0.89196 0.26456  0.397
N -1.05112 -0.14393 1.29915  -0.362
N -0.07251 -1.15455 0.95864  -0.363
C 0.16402 -0.99256 -0.45201  -0.299
C 1.24591 -0.33527 -1.26442  -0.678
C 0.54354 0.57860 -0.27433  0.577
O 1.45388 0.92280 0.76247  -0.524
H -2.05227 -0.29148 1.13062  0.308
H -0.25024 -2.09354 1.30209  0.289
H -0.74117 -1.10766 -1.00498  0.227
H 0.89517 -0.26393 -2.27175  0.200
H 2.28224 -0.48524 -1.20636  0.296
H 1.18900 0.31273 1.52400  0.415

The HOMO energy is -8.7336 eV. As for the net charge: 0. The LUMO energy comes out at 0.8 eV. Its SMILES is [H]/N=C1/NN[C@@H]2C[C@@]12O. The value obtained for the frontier orbital gap is 9.55 eV.



b) Computed, not measured: a molecular structure, C4H7N3O, with ωB97M-V/def2-TZVPD.

Each line ends with the Mulliken charge.
Positions of all 15 atoms, in Å:
C 2.68726 -0.60160 -0.01907  -0.791
C 0.35745 0.45601 -0.09391  0.633
C -1.73156 0.00411 -0.13127  0.556
C -1.54703 1.38871 -0.09156  -0.563
H 2.41957 -1.50854 -0.33780  0.385
H 3.07132 -1.07418 1.02472  0.233
H 3.54235 -0.18090 -0.76163  0.256
H 1.69439 1.38345 0.19431  0.219
H -2.63688 -1.81131 -0.22552  0.250
H -4.05484 -0.93407 0.11094  0.311
H -2.05400 2.24645 0.47861  0.226
N 1.62891 0.38797 -0.03202  -0.114
N -0.43665 -0.55798 -0.06454  -0.661
N -2.76375 -0.87245 0.01192  -0.579
O -0.17654 1.67434 -0.06318  -0.361

The HOMO energy is -7.1513 eV. As for the net charge: 0. The LUMO energy comes out at 0.8 eV. The value obtained for the frontier orbital gap is 7.98 eV.



Most stable pick: b). Distance to second place: 0.0462 hartree.



a) Computed, not measured: 2 unconnected molecules or ions with the total composition C2H8N2O2, with ωB97M-V/def2-TZVPD.

Each line ends with the Löwdin spin population.
Positions of all 14 atoms, in Å:
C -0.33927 -0.05193 1.39172  0.003
N 0.86929 0.38971 0.68520  0.031
C 0.42544 1.30212 -0.41040  0.044
N 0.03768 0.36303 -1.50910  0.233
O -0.51304 2.13654 -0.03466  0.646
H -1.16289 -0.27377 0.68471  0.002
H -0.65649 0.73727 2.06226  0.000
H -0.11996 -0.97321 1.88946  0.000
H 1.29691 -0.42730 0.24947  0.001
H -0.63268 0.70057 -2.16442  0.001
H 1.31975 1.80900 -0.74545  0.014
H -0.18971 -0.62465 -1.17440  0.005
H -0.18521 -2.99619 -0.59932  0.000
O -0.14981 -2.09118 -0.32507  0.021

Its spin multiplicity is 2. The HOMO energy (alpha / beta) is -3.5416 / -3.4562 eV. As for the net charge: -1. Its expectation value of S² is 0.76. The LUMO energy (alpha / beta) comes out at 4.3 / 2.1 eV. The value obtained for the frontier orbital gap (alpha / beta) is 7.84 / 5.54 eV.



b) Computed, not measured: 2 unconnected molecules or ions with the total composition C2H8N2O2, with ωB97M-V/def2-TZVPD.

Each line ends with the Löwdin spin population.
Positions of all 14 atoms, in Å:
N -0.09005 -2.19030 0.61348  0.097
C -1.02982 -1.12900 0.20805  0.296
C -0.14398 0.09939 0.48362  0.108
N -0.27089 0.47266 1.83275  0.054
O 0.74719 0.61718 -0.15619  0.025
H -0.57748 -3.05933 0.81094  0.109
H 0.83200 -2.11133 0.22313  0.027
H -1.38727 -1.30025 -0.80706  0.058
H -1.93196 -1.11846 0.85806  0.098
H -0.56800 -0.25638 2.47379  0.061
H 0.41799 1.11016 2.19883  0.017
H 1.55393 3.63682 -2.68939  0.010
H 1.19507 2.24064 -2.70670  0.007
O 1.25327 2.98820 -3.34330  0.034

Its spin multiplicity is 2. The HOMO energy (alpha / beta) is 1.2418 / -5.1840 eV. As for the net charge: -1. Its expectation value of S² is 0.75. The LUMO energy (alpha / beta) comes out at 3.8 / 3.8 eV. The value obtained for the frontier orbital gap (alpha / beta) is 2.51 / 8.94 eV.



Most stable pick: b). Distance to second place: 0.0383 hartree.



a) Computed, not measured: a single C7H6N2O2 molecule, with ωB97M-V/def2-TZVPD.

Each line ends with the Mulliken charge.
Positions of all 17 atoms, in Å:
C 1.16365 -0.98981 -0.93357  -0.661
C -0.05632 -1.55873 -0.92508  -0.027
C -1.40267 -1.00883 -0.89137  -0.376
C -1.81262 -0.18464 0.09112  -0.607
C -0.79560 0.39384 0.92945  -0.048
C 0.37085 0.97663 0.51561  -0.332
C 0.43229 1.62045 -0.75702  0.606
N 0.34956 2.05335 -1.79780  -0.420
N 1.16216 1.44689 1.64473  1.047
O 0.90002 1.09179 2.77598  -0.612
O 2.16341 2.10874 1.30684  -0.581
H 1.88417 -1.73892 -0.99446  0.313
H 1.52080 0.12943 -0.92654  0.271
H -0.04889 -2.64580 -0.99582  0.320
H -2.13208 -1.67374 -1.43562  0.309
H -2.87191 -0.16441 0.38953  0.357
H -0.82683 0.14377 2.00401  0.442

The HOMO energy is -10.0271 eV. As for the net charge: 0. The LUMO energy comes out at -1.4 eV. Its SMILES is C=C/C=C\C=C(/C#N)[N+](=O)[O-]. The value obtained for the frontier orbital gap is 8.68 eV.



b) Computed, not measured: a single C7H6N2O2 molecule, with ωB97M-V/def2-TZVPD.

Each line ends with the Mulliken charge.
Positions of all 17 atoms, in Å:
C 2.77222 -0.71380 0.78908  0.194
C 1.70342 -0.84179 0.26883  -1.093
C 0.40167 -0.96612 -0.37034  0.246
C 0.31189 0.21246 -1.39620  -0.841
N -0.24983 1.32676 -0.61557  -0.243
C -0.39906 0.96151 0.71461  0.028
O -0.34354 1.67101 1.67528  -0.551
C -0.62605 -0.55367 0.68749  0.108
O -1.94667 -0.96860 0.23700  -0.420
C -2.86848 -0.07195 0.29583  0.582
N -3.72737 0.68723 0.39135  -0.444
H 3.72993 -0.36912 1.08864  0.444
H 0.23210 -1.95734 -0.77012  0.492
H 1.33429 0.47653 -1.64671  0.431
H -0.21368 -0.00858 -2.31691  0.324
H 0.30800 2.17132 -0.65643  0.310
H -0.41883 -1.05586 1.62418  0.433

The HOMO energy is -10.4675 eV. As for the net charge: 0. The LUMO energy comes out at 0.5 eV. Its SMILES is C#C[C@@H]1CNC(=O)[C@H]1OC#N. The value obtained for the frontier orbital gap is 11.01 eV.



Most stable pick: b). Distance to second place: 0.1327 hartree.